39
Properties=species:S:1:pos:R:3:forces:R:3:mulliken_charge:R:1 method="wB97M-V/def2-TZVPD" charge=0 relative_energy_ev=1.5068 largest_force_ev_per_a=2.68 homo_lumo_gap_ev=6.78
H -0.15570 0.75370 -5.20240 0.1266 -0.0508 0.1084 0.259
C 0.06910 -0.16420 -4.64880 0.0305 -0.1603 -0.8111 -0.232
H -2.49900 -3.02480 3.26960 -0.0044 -0.0621 0.0041 0.252
H -1.90300 -1.04750 -4.83850 -0.0522 -0.0040 -0.0099 0.333
C 1.01770 -0.16870 2.47310 -1.0175 -1.2708 -0.4834 -0.344
N -0.21430 0.36480 -2.13020 0.4378 -1.3678 -0.9464 -0.279
C -1.05880 4.16360 -0.04800 0.2203 -0.2480 0.1543 -1.350
H -0.60970 -2.22280 -4.59790 -0.0061 -0.0526 0.0335 0.330
C 4.66240 1.77390 1.62110 -0.2632 -0.0344 0.3140 -0.413
O 2.22030 -0.06770 -0.24280 -2.0438 -0.1371 -1.0716 -0.961
O -1.04510 1.78890 0.44540 -0.4785 0.5022 0.1291 -0.421
N -0.72320 -1.58200 2.36710 -1.2602 -1.4433 1.3542 -0.962
C 2.21760 0.47100 2.10480 0.9444 0.8258 -1.0120 0.677
C 3.99170 1.19410 0.58090 -0.0805 -0.4189 -0.1185 -0.587
H 1.10820 -0.43930 -4.84610 -0.0288 0.1303 0.0100 0.244
H -1.81740 4.27820 0.72290 -0.0577 0.0424 0.0657 0.314
C 2.92020 1.13490 3.13160 -0.0915 -0.1995 -0.1503 -0.765
H 0.35210 3.04010 1.15740 0.0093 0.0005 -0.1159 0.264
H 2.49490 1.10550 4.12480 -0.0202 0.0489 0.1456 0.324
H -1.68030 1.72630 -0.28170 0.0995 -0.0277 0.1850 0.310
N 0.28230 -0.97840 1.73500 0.6304 2.3117 -1.2039 0.485
H 0.66720 0.00460 3.49090 0.1093 -0.4951 -0.0275 0.330
Pt 0.04410 -0.46000 -0.22720 1.0039 -1.5807 0.9080 0.454
H 5.61390 2.25610 1.45280 0.0739 0.0897 -0.0771 0.373
H 0.48500 2.74730 -0.58900 -0.0045 -0.0544 0.1090 0.207
H -3.39100 -3.18050 1.79510 -0.0012 -0.0418 0.1037 0.194
C -1.73910 -2.01100 1.69140 0.5714 0.7723 -0.1192 0.591
C -0.22140 2.92250 0.23460 -0.1176 0.3746 -0.0350 0.036
C 4.12090 1.75260 2.91590 0.2437 0.1562 0.0779 -0.636
S -2.05350 -1.66240 0.01670 1.3350 0.9458 -0.5871 -0.524
C -0.06180 0.11210 -3.24790 -0.3056 0.8600 1.7163 0.353
N -2.71460 -2.68730 2.34840 -0.2305 -0.0926 0.1402 -0.428
C 2.76410 0.49420 0.76300 0.2120 0.4914 1.4435 0.788
H -0.43260 5.05060 -0.05460 0.0649 0.1728 -0.0760 0.390
H 4.65320 2.21410 3.73330 0.0183 0.0577 0.0721 0.397
C -0.87260 -1.28900 -5.08730 -0.0350 -0.0288 0.0191 -1.095
H -0.79570 -1.42460 -6.16250 0.0075 -0.0193 -0.0518 0.334
H -1.55610 4.07910 -1.01410 -0.0421 0.0261 -0.0857 0.356
H 4.39800 1.21420 -0.41950 0.0025 -0.0184 -0.1114 0.403

12
Properties=species:S:1:pos:R:3:forces:R:3:mulliken_charge:R:1 method="wB97M-V/def2-TZVPD" charge=0 relative_energy_ev=0.0000 largest_force_ev_per_a=3.58 homo_lumo_gap_ev=10.56
H 1.74275 1.84283 -0.87876 -0.7914 -0.7864 -0.0716 0.273
C -1.59434 -0.12603 0.64284 -2.4809 1.6063 -0.2787 -0.818
H -2.75825 -0.36954 0.44606 2.9386 0.6006 0.1474 0.274
O 0.20770 0.48153 -1.33535 0.1721 -0.1106 0.3563 -0.347
O 2.69381 0.28967 1.04039 2.4186 -0.2847 1.8362 -0.312
H -1.39333 -0.32747 1.69433 0.1817 -0.1066 -0.1564 0.328
N 1.25817 0.97915 -0.58188 -0.2880 0.8789 -1.0343 -0.039
O -0.99639 -1.74253 -1.50875 -0.8290 -0.5645 -0.7178 -0.666
C 1.87830 0.21322 0.25785 -2.7861 -2.2344 -0.2529 0.589
H -1.37989 0.98445 0.43847 -0.8118 -1.3606 0.6209 0.288
O 0.79950 -1.35103 0.27477 1.6939 2.7251 0.0720 -0.539
P -0.45802 -0.87426 -0.48997 0.5824 -0.3631 -0.5209 0.969

55
Properties=species:S:1:pos:R:3:forces:R:3:mulliken_charge:R:1 method="wB97M-V/def2-TZVPD" charge=+1 relative_energy_ev=0.0705 largest_force_ev_per_a=0.65 homo_lumo_gap_ev=8.66
N 2.63565 -4.73611 -0.66544 -0.1607 -0.1095 -0.0689 -0.657
N -0.14068 -1.14419 0.46808 -0.0319 -0.1550 0.0407 0.522
H -2.34710 3.13527 1.47523 -0.0127 0.0244 0.0046 0.323
Al 0.61334 -1.43719 -1.24771 -0.3434 0.5465 0.1005 0.223
H -2.52037 -0.74379 -3.97726 -0.0001 0.0014 -0.0001 0.345
N 2.23262 -3.77974 -1.39899 0.1625 0.0729 0.0947 -0.212
H 1.77078 1.77609 -0.69796 -0.0056 0.0146 -0.0056 0.256
H 1.21601 -3.47453 -3.79245 0.0007 0.0045 -0.0172 0.322
H -2.30363 1.77946 5.42950 -0.0036 0.0081 0.0022 0.341
N -1.25176 -0.27475 2.06794 0.0313 -0.1193 -0.0710 -0.070
C -0.40852 1.87401 4.55940 0.0219 -0.0019 0.0092 -0.465
H -3.58787 2.71211 3.62795 0.0067 -0.0041 0.0442 0.371
H -2.75062 -0.86832 -2.23624 -0.0019 0.0002 -0.0007 0.394
H 0.08843 1.91884 5.52741 -0.0008 0.0034 -0.0006 0.375
H -0.50076 -3.26135 -4.14274 -0.0018 -0.0090 0.0098 0.353
C 1.62634 -0.75235 -2.97335 -0.1833 -0.1757 -0.1597 0.495
C -1.82920 3.21003 2.43081 0.0026 -0.0306 -0.0381 -0.707
H -2.23486 -2.27532 -3.16263 -0.0020 -0.0016 -0.0008 0.448
H -2.06398 1.14731 -1.36466 -0.0037 0.0001 0.0051 0.362
H 3.75791 -0.65079 -2.66547 0.0026 -0.0018 0.0016 0.381
N -0.95615 -0.11921 0.83459 0.0437 0.0897 0.0519 -0.412
C -2.12509 -1.19646 -3.06603 -0.0012 0.0216 -0.0099 -1.861
H -1.87160 4.26206 2.73608 0.0220 0.0006 0.0019 0.403
H -0.62335 2.06181 -0.93289 -0.0053 0.0169 0.0031 0.242
N 0.72700 -3.04267 1.65023 -0.0161 0.0035 0.0360 -0.047
N -0.67694 -1.37456 2.58654 0.0161 -0.0385 -0.0007 -1.059
H 3.25799 -0.76581 -4.35001 -0.0015 0.0089 0.0012 0.339
H -0.48801 0.83898 4.22814 0.0065 0.0160 0.0132 0.278
H -0.39367 1.94067 1.75209 0.0095 0.0223 0.0216 0.074
N 1.44425 -2.96155 -0.62631 0.0283 -0.1764 -0.1377 0.591
C 1.42328 -3.55291 0.58172 -0.0244 0.0230 -0.0428 0.464
H 3.18743 -2.18815 -3.30450 0.0031 0.0096 -0.0025 0.356
H -1.80633 3.31401 5.12559 0.0072 -0.0022 -0.0015 0.358
C 0.27236 2.75063 3.51184 -0.0131 -0.0139 0.0089 -0.757
H 0.70510 -2.53912 -5.19931 -0.0070 -0.0018 -0.0044 0.334
H -1.30378 2.20821 -2.55420 0.0068 -0.0063 0.0000 0.351
C 2.03463 1.52172 -1.72605 0.0132 0.0139 -0.0102 -1.580
N -1.82315 2.36474 4.74695 0.0226 0.0009 -0.0235 -0.180
C -0.00664 -1.89985 1.57802 0.0275 0.0095 0.0796 0.611
H 3.09011 1.25843 -1.75008 -0.0005 -0.0074 0.0122 0.409
N 2.13662 -4.64613 0.59246 0.0903 0.0764 0.0645 -0.502
C 3.03544 -1.11040 -3.33830 -0.0031 -0.0177 0.0028 -1.504
N -0.44453 2.81868 2.25572 0.0039 0.0729 -0.0305 -0.066
H 1.90636 2.42472 -2.32545 0.0115 -0.0008 -0.0059 0.345
H 1.27772 2.36716 3.34291 0.0028 -0.0056 0.0103 0.398
C -1.10835 1.50978 -1.73643 0.0004 -0.0119 0.0170 -1.217
H 0.38634 3.76665 3.90776 0.0016 0.0000 0.0046 0.347
C 0.47010 -2.76964 -4.15867 0.0312 0.0028 -0.0050 -1.382
C -2.57839 2.34990 3.44001 -0.0277 -0.0201 0.0575 -0.434
H 0.73349 -3.55706 2.51638 0.0184 -0.0031 -0.0078 0.244
C -0.69338 -0.79891 -2.86348 0.0636 -0.0939 -0.0316 0.627
C -0.24303 0.39563 -2.23516 -0.0218 -0.0341 0.0411 0.478
C 1.17857 0.41579 -2.26688 0.0502 -0.1522 0.0093 0.569
H -2.58641 1.30627 3.13341 -0.0831 0.0095 -0.0990 0.362
C 0.46030 -1.50817 -3.34815 0.2478 0.1202 0.0264 0.420

55
Properties=species:S:1:pos:R:3:forces:R:3:mulliken_charge:R:1 method="wB97M-V/def2-TZVPD" charge=+1 largest_force_ev_per_a=3.08 spin_multiplicity=3 homo_lumo_gap_ev="7.21 / 4.89"
H -3.63263 24.47282 -24.14561 -0.0345 -0.1700 -0.0869 0.413
H 0.90306 31.14590 -28.61901 -0.1602 -0.3791 0.4125 0.237
O -4.82922 24.39965 -25.87627 -0.7070 1.3013 0.0880 -0.337
H -5.95909 32.87100 -22.82327 0.2663 -0.2443 -0.3312 0.322
Cl -2.03466 27.25202 -22.91086 -0.0025 0.5040 -0.0501 -0.163
H 2.57050 29.25413 -28.33490 -0.4403 -0.0993 0.2026 0.194
O -6.47713 31.76162 -25.09628 -0.2298 -0.1713 -0.0492 -0.572
O 0.17613 27.53633 -27.80297 -1.4856 0.7274 -1.1525 -0.490
C -0.15208 26.06961 -25.55808 -1.7697 -0.1427 -0.0537 -0.549
H -7.32144 32.04469 -22.16719 -0.1299 -0.4953 -0.3345 0.314
O 0.80185 30.58129 -24.80612 0.2327 -0.7101 -0.1087 -0.347
C 0.47094 29.43312 -23.99999 -0.7565 0.3771 0.7613 -0.342
C -6.02330 29.35182 -26.31573 1.3207 0.8122 -0.6701 -0.600
C 1.14183 27.12892 -27.18996 0.9448 -0.6539 1.4596 0.901
Pd -1.95226 28.61365 -27.73841 1.5189 -0.5917 2.6104 0.902
C 0.59817 31.95589 -27.95384 -0.6851 0.5922 -1.2292 -0.626
O 0.78922 31.72002 -26.57860 0.7374 0.0593 0.0070 -0.347
H -6.87821 29.85323 -26.76183 -0.2507 -0.1010 0.4340 0.381
O -0.51903 29.89916 -26.51758 -0.9147 -1.0655 -0.5008 -0.147
H -0.60936 29.44336 -23.87342 -0.0123 -0.5461 -0.2467 0.091
H -6.00910 28.27798 -26.47028 -0.3598 -0.0615 0.3541 0.250
H -3.29401 29.14022 -23.92549 0.6978 0.0711 0.4222 0.201
C -6.25590 31.92371 -22.37186 -0.5132 1.4979 0.5444 -0.726
H 0.86671 29.60186 -23.00174 0.3279 0.2369 -0.2048 0.292
H -0.43566 32.25085 -28.14849 -0.0583 -0.2975 -0.0036 0.275
H -4.08286 27.61633 -23.88457 -0.2110 0.1947 0.3273 -0.172
C 2.67823 28.20483 -28.59371 0.2667 -1.0738 -1.1213 -0.640
O 1.11478 26.45341 -26.06318 0.1906 -0.0791 -0.0079 -0.330
C -3.81898 25.01532 -25.07014 0.1847 -0.6403 -0.1948 -0.299
H -2.92841 25.01672 -25.69625 0.2832 0.2776 0.3487 0.021
H 2.08487 27.83850 -29.43262 -0.2306 0.7814 -0.0940 0.341
H -5.78443 31.86666 -21.39373 0.3036 -0.4691 -0.1882 0.243
H -0.72952 26.90639 -25.15809 0.4074 0.0965 -0.1287 -0.002
O -5.93283 30.78827 -23.13886 0.0100 -0.6830 0.0304 -0.175
C -6.12717 30.80785 -24.44966 -0.0452 1.6074 -0.1558 0.695
O -5.77611 29.63784 -24.94864 -0.3271 -1.4960 0.5244 -0.226
H -4.45130 21.23556 -28.06073 0.1779 0.3331 0.3249 0.299
H -5.66834 20.76654 -26.88199 -0.2452 -0.1150 -0.1976 0.291
H -5.13652 29.74859 -26.83037 -0.1476 -0.0249 -0.3610 0.082
O -3.90614 22.35517 -25.69765 0.4191 0.3663 0.1553 -0.554
H -4.14627 26.01947 -24.82665 -0.1234 -0.1077 -0.3382 -0.013
H 1.19061 32.80739 -28.28415 0.2117 0.0382 0.6447 0.257
C -4.67664 23.13842 -26.19279 0.1761 -1.8673 -0.0549 0.727
H -6.09457 21.43557 -28.53497 -0.4188 -0.0042 0.3459 0.230
C -3.45881 28.27641 -23.28900 -0.6453 -0.7682 -0.1737 0.380
O 2.40285 27.28388 -27.52255 0.0663 0.7762 0.0067 -0.361
H -0.77062 25.63378 -26.34765 0.2279 -0.0390 -0.0813 0.288
H -0.08218 25.32394 -24.77173 0.7127 0.0410 -0.0638 0.428
Cl -4.29416 28.71797 -21.81515 0.1555 -0.0778 0.1333 -0.163
H 3.70421 28.04669 -28.91945 0.1036 -0.1082 0.5039 0.276
F -2.60077 28.03076 -25.85724 0.2157 0.4340 -1.9379 -0.019
H 0.88132 28.50262 -24.38286 -0.1339 0.1010 -0.3045 0.207
C 0.29617 30.63999 -26.00993 0.6067 1.5610 0.2471 0.640
O -5.53773 22.79911 -27.15077 -0.1678 1.0736 -0.3028 -0.347
C -5.44108 21.48252 -27.66886 0.4403 -0.5789 -0.1603 -0.630

49
Properties=species:S:1:pos:R:3:forces:R:3:mulliken_charge:R:1 method="wB97M-V/def2-TZVPD" charge=0 relative_energy_ev=1.5024 largest_force_ev_per_a=1.03 homo_lumo_gap_ev=8.60 smiles="CS(=O)(=O)N1CCC(C(=O)N2CCN(c3cccc(Cl)c3)CC2)CC1"
H -3.35282 -0.14532 2.00546 0.2592 0.1056 0.0182 0.517
H 2.01513 -0.92531 -1.05682 -0.0797 -0.0777 0.0495 0.480
C 1.38320 1.63147 -0.80218 -0.0225 0.4756 0.1518 -0.924
C 1.21119 -0.71616 -0.33932 0.0645 -0.2637 0.3156 -0.493
H -3.45150 -1.40152 -1.94728 0.0031 -0.0199 -0.0246 0.291
C -3.00881 0.12082 1.00539 0.3919 -0.2970 0.5306 -1.294
H 7.88185 0.18287 0.07594 0.0986 -0.0473 -0.0202 0.429
C 4.60818 -0.67268 0.32553 -0.1425 -0.0063 0.0136 -0.455
C 6.82562 0.28921 0.25921 0.0419 -0.1497 -0.0410 -0.605
H -2.49020 1.08529 1.05122 -0.0719 -0.0241 0.0564 0.309
H -1.17423 -0.99401 1.07366 0.0250 -0.0658 0.0418 0.258
C 4.05637 0.54751 0.72867 0.4327 -0.0725 0.0209 1.120
H -4.90010 0.56986 -1.69805 0.1252 0.0997 -0.1475 0.452
S -5.58446 -0.45290 0.63289 0.0007 -0.3650 -0.0375 1.259
C -1.68687 -0.61485 -1.01392 -0.0896 -0.0707 -0.1473 0.153
H 0.78821 2.48863 -1.11890 0.1430 -0.1016 -0.0032 0.457
H -1.13448 -1.45631 -1.44700 -0.0214 0.0810 0.0880 0.662
H 3.99737 -1.54650 0.17113 -0.0693 -0.0609 -0.0235 0.334
H 2.64932 2.73295 0.54564 -0.0472 -0.0090 0.0569 0.331
C -5.50425 -2.20712 0.14136 -0.0388 0.9937 0.2702 -0.980
H 4.55250 2.57846 1.24499 -0.0494 0.0701 0.0527 0.420
C 1.99010 1.86958 0.58711 -0.0654 0.1536 -0.3816 -0.876
C -2.96890 -0.42722 -1.84056 0.1441 0.2765 0.1088 -0.918
O -5.64796 -0.42330 2.06445 0.2114 -0.1643 0.0869 -0.691
C 1.82742 -0.44975 1.04704 -0.0230 -0.2566 -0.2193 -1.250
H 6.93022 2.34997 0.80343 0.0523 0.0815 0.0259 0.376
C -2.06153 -0.94136 0.44173 0.0050 0.2105 -0.0374 -0.105
H -2.70808 -0.06381 -2.83505 -0.0456 -0.0572 -0.0369 0.421
O -1.22650 1.71406 -1.42996 -0.3308 0.3000 -0.1074 -0.674
H -2.54950 -1.91842 0.46492 0.0345 -0.0309 0.0369 0.257
C 4.93045 1.62975 0.89897 -0.0636 0.0952 -0.0538 -0.582
H 2.18915 1.45861 -1.52535 -0.0225 0.0242 0.0208 0.354
C -0.79845 0.62688 -1.08921 -0.0005 -0.4863 -0.0955 0.352
H 2.35534 -1.32862 1.41457 -0.0343 0.0111 0.0208 0.455
N 2.71045 0.69201 1.02881 -0.2444 -0.0210 0.3222 0.068
N -4.18189 0.28155 0.19236 -0.8708 -0.3455 0.3092 0.060
Cl 6.60098 -2.31747 -0.39733 0.0629 -0.1444 -0.0482 -0.232
C 5.96883 -0.78434 0.10438 0.0794 0.2634 0.0624 -0.084
H 0.55230 -1.57948 -0.29411 -0.0104 0.0203 -0.0420 0.285
H 1.01963 -0.22051 1.75233 0.0151 -0.0929 -0.0492 0.437
N 0.51179 0.47091 -0.77482 0.3714 0.1631 0.0553 0.074
C 6.28206 1.49844 0.66223 -0.0550 -0.0553 -0.0563 -0.569
H 1.18917 2.07397 1.30507 0.0302 0.0660 -0.0480 0.363
H -5.34960 -2.26455 -0.92713 0.0488 -0.0078 -0.2020 0.274
O -6.64132 0.13869 -0.12964 0.0490 -0.0601 -0.2974 -0.667
H -3.49765 1.57448 -1.26570 -0.1636 -0.1496 0.0118 0.330
H -4.71252 -2.69203 0.69544 0.1688 -0.0732 0.0829 0.290
H -6.46236 -2.63603 0.40428 -0.1849 -0.0443 0.0611 0.432
C -3.93282 0.57358 -1.19588 -0.1118 0.1296 -0.7516 -0.900

16
Properties=species:S:1:pos:R:3:forces:R:3:mulliken_charge:R:1 method="wB97M-V/def2-TZVPD" charge=+1 relative_energy_ev=2.0319 largest_force_ev_per_a=4.82 homo_lumo_gap_ev=9.77 smiles=[NH3+][C@@H](CO)CS
C -0.53788 -1.21990 0.61006 0.0030 -1.2999 -1.0152 -0.393
C 0.09346 0.00506 -1.45186 3.1662 0.3255 -0.6007 -0.655
H -0.90369 1.41970 0.68017 -3.1156 0.6787 -0.6880 0.259
N -0.02768 1.08162 0.87107 2.8788 -2.4368 2.9982 -0.385
H -0.06773 -2.34042 0.43990 -1.8188 2.7941 0.1697 0.332
H -0.88105 0.37308 -1.56593 -1.3480 0.9332 0.1070 0.463
H 1.58327 -0.09796 0.35681 -1.8586 -1.1495 -1.0410 0.475
S 1.42556 1.17116 -2.03823 -0.5509 -0.0949 0.1513 -0.211
H 0.01539 0.77844 1.95887 -0.7058 0.3286 -3.0668 0.423
H 0.97800 1.34627 -3.27892 -0.0925 0.0898 -0.2215 0.179
H -0.42305 -1.54350 2.64155 -1.1712 1.4795 -2.1431 0.358
H 0.14151 -0.84572 -2.16282 0.1983 -0.1567 1.2759 0.426
H -1.57291 -0.88445 0.12131 2.2266 -1.7123 0.1831 0.290
H 0.57126 1.85409 0.84930 1.5126 1.5588 -0.7724 0.381
C 0.46558 -0.17279 0.03335 -0.7722 0.8993 1.2974 -0.366
O -0.86004 -0.92467 1.93537 1.4479 -2.2376 3.3660 -0.575